ORCA calculation (ωB97M-V/def2-TZVPD) on a structure of composition C29H39IrN3O7P3S3Si.

energy	-120609.15724	eV
LUMO energy (spin up / spin down)	2.21 / 1.02	eV
Kohn-Sham gap (spin up / spin down)	6.9 / 5.7	eV
total charge	-1
energy relative to the best compared isomer or geometry (same formula, charge and spin)	129.55	kJ/mol
2S+1	2

Geometry as XYZ:
```
86
C29H39IrN3O7P3S3Si, DFT ωB97M-V/def2-TZVPD
Ir -1.40591 -0.02950 -0.81590
S 1.52970 0.31334 1.67452
S -2.24647 -0.81062 -2.66119
S 2.59319 0.87979 4.89321
P -0.82098 2.42085 -3.14879
P 1.47732 0.85726 -1.99729
P 3.01658 0.49605 2.99970
Si -0.85279 -2.82515 0.97097
O -0.38400 3.80983 -3.46475
O -1.15195 2.06630 -1.69821
O 1.57746 2.21783 -1.17206
O 2.85079 0.48596 -2.40817
O -3.54638 0.53914 -0.37436
O -1.98945 1.97212 -4.12502
O 0.54362 -0.13956 -1.32213
N 1.65939 2.31693 -4.20193
N -1.29419 1.27307 0.92981
N -1.95002 -1.54513 0.34373
C 4.19073 1.72260 2.31137
C 0.65232 1.36841 -3.57048
C 3.96600 -3.44697 3.36584
C -1.59311 -4.54532 0.71698
C 4.43194 1.74455 0.93703
C -5.13333 0.53185 -2.20930
C 5.23946 -1.17970 2.40477
C 5.25794 -3.54448 2.85617
C 4.79924 2.66963 3.12599
C -6.00543 -1.39660 1.56624
C -5.47450 -0.42036 0.73994
C 5.29016 2.68614 0.39156
C 5.65720 3.61743 2.57727
C 0.74603 -2.89787 0.03287
C -4.83528 3.29594 -2.37328
C -5.82589 1.25615 -3.16889
C 0.44047 0.17662 -4.48794
C 5.89016 -2.41059 2.37638
C -0.60709 -2.55535 2.79848
C -3.26424 -1.50014 0.77531
C -4.14140 2.58455 -1.40466
C -4.30542 1.21591 -1.33538
C 3.94962 -1.07573 2.90922
C 5.90785 3.62286 1.21269
C -5.68290 2.63596 -3.25044
C -3.83329 -2.44806 1.65392
C -5.16356 -2.40208 2.02559
C 3.32047 -2.22384 3.39449
C -4.14486 -0.48824 0.37489
H 2.57272 2.14147 -3.76170
H 1.57415 -3.04562 0.73321
H 1.72007 2.16721 -5.20556
H 5.74542 -0.30012 2.02941
H -0.76071 -5.25476 0.70057
H 5.46813 2.69078 -0.67713
H -6.08430 0.39879 0.38194
H 3.46590 -4.32896 3.74800
H -5.21789 -0.54360 -2.14147
H -6.46854 0.73318 -3.86563
H -7.04733 -1.36064 1.85318
H -2.36372 1.11102 -3.82372
H 0.71393 2.48931 -0.83155
H 0.98654 -1.99904 -0.52400
H -0.02028 0.48395 -5.43069
H 3.92536 1.03604 0.29205
H -2.11799 1.22096 1.51686
H 5.76495 -4.50177 2.83469
H 4.58172 2.65548 4.18713
H -4.70338 4.36776 -2.44213
H 2.31911 -2.14184 3.79949
H -2.28176 -4.87166 1.49705
H -3.21420 -3.23092 2.05473
H 6.57536 4.36242 0.78571
H 1.27949 3.26696 -4.00902
H 1.39568 -0.31985 -4.67844
H 0.20294 -1.84294 2.97061
H -5.54440 -3.16642 2.69181
H 6.12875 4.35250 3.21889
H 0.72088 -3.73468 -0.67073
H -0.22072 -0.54495 -4.01346
H -6.22836 3.19416 -4.00019
H -0.44962 1.09326 1.49742
H -3.45608 3.07511 -0.72793
H -1.20678 2.20450 0.53490
H -1.50502 -2.15273 3.27406
H -0.36347 -3.50022 3.29471
H 6.89566 -2.47712 1.97824
H -2.11740 -4.61876 -0.24013
```